[1]
Below is one molecule with the formula C3HFN2O2 in a non-equilibrium geometry, with properties calculated with ωB97M-V/def2-TZVPD.

Computed properties:
* SMILES: O=c1nc(F)cno1
* LUMO energy: -1.34 eV
* orbital gap: 9.7 eV
* energy relative to the best compared isomer or geometry (same formula, charge and spin): 167.4 kJ/mol

The geometry in ORCA input format:
```
! wB97M-V def2-TZVPD RIJCOSX def2/J DEFGRID3
* xyz 0 1
O -1.3546 2.2586 0.4412
C -0.7641 1.2190 0.4112
N 0.5731 0.9628 0.7773
C 0.9750 -0.1661 0.3094
F 2.1932 -0.5936 0.6174
C 0.2383 -1.1126 -0.5572
N -1.0484 -0.8040 -0.7738
O -1.6437 0.2224 -0.0555
H 0.8313 -1.9866 -1.1699
*
```

Atom charges from the natural (NBO) analysis, given in e for atoms 1 to 2:
1 O -0.506
2 C 0.813

---

[2]
Below is C3HFO2Sc as an isolated structure in a non-equilibrium geometry, with properties calculated with ωB97M-V/def2-TZVPD.

Computed properties:
* LUMO energy (alpha / beta): -16.74 / -19.06 eV
* orbital gap (alpha / beta): 10.0 / 5.1 eV
* energy relative to the best compared isomer or geometry (same formula, charge and spin): 114.9 kJ/mol

The geometry in ORCA input format:
```
! wB97M-V def2-TZVPD RIJCOSX def2/J DEFGRID3
* xyz 3 1
F 1.4782 0.9038 0.7028
O 0.4420 0.7437 -1.3101
C -0.7884 0.7650 -1.5967
C 0.7858 0.0933 -0.0676
O -1.4144 -0.0503 -0.4470
C -0.5501 -0.3919 0.4165
Sc -1.1773 -1.1016 2.5237
H 1.2242 -0.9620 -0.2217
*
```

Atom charges from the natural (NBO) analysis, given in e for atoms 1 to 2:
1 F -0.185
2 O -0.348

---

Electronic energy per entry: -12916.928; -30595.402 eV